{
  "formula": "C43H125N7O22",
  "method": "ωB97M-V/def2-TZVPD",
  "symbols": ["C", "O", "H", "H", "H", "H", "C", "O", "H", "H", "H", "H", "C", "O", "H", "H", "H", "H", "C", "C", "C", "O", "C", "N", "H", "H", "H", "H", "H", "H", "H", "H", "H", "H", "H", "C", "C", "C", "O", "C", "N", "H", "H", "H", "H", "H", "H", "H", "H", "H", "H", "H", "C", "C", "C", "O", "C", "N", "H", "H", "H", "H", "H", "H", "H", "H", "H", "H", "H", "C", "C", "C", "O", "C", "N", "H", "H", "H", "H", "H", "H", "H", "H", "H", "H", "H", "C", "C", "C", "O", "C", "N", "H", "H", "H", "H", "H", "H", "H", "H", "H", "H", "H", "C", "C", "C", "O", "C", "N", "H", "H", "H", "H", "H", "H", "H", "H", "H", "H", "H", "C", "C", "C", "O", "C", "N", "H", "H", "H", "H", "H", "H", "H", "H", "H", "H", "H", "C", "C", "O", "O", "H", "H", "H", "H", "H", "H", "C", "C", "O", "O", "H", "H", "H", "H", "H", "H", "C", "C", "O", "O", "H", "H", "H", "H", "H", "H", "C", "C", "O", "O", "H", "H", "H", "H", "H", "H", "C", "C", "O", "O", "H", "H", "H", "H", "H", "H", "C", "C", "O", "O", "H", "H", "H", "H", "H", "H"],
  "coordinates": [[2.46, 0.27, -5.28], [2.22, 1.49, -4.59], [2.43, -0.61, -4.63], [1.79, 0.11, -6.13], [3.49, 0.31, -5.64], [1.25, 1.57, -4.64], [-3.46, -4.07, 1.10], [-3.67, -2.85, 1.81], [-4.34, -4.70, 1.23], [-3.38, -3.83, 0.03], [-2.55, -4.56, 1.46], [-2.79, -2.56, 2.13], [-4.55, 0.64, 2.33], [-3.84, 1.83, 2.68], [-4.00, -0.25, 2.65], [-5.56, 0.65, 2.74], [-4.60, 0.58, 1.25], [-3.80, 1.83, 3.67], [0.43, -4.20, 2.11], [0.14, -3.10, 3.11], [1.40, -2.28, 3.43], [2.41, -3.04, 4.06], [2.06, -3.58, 5.30], [-0.90, -2.18, 2.57], [0.47, -3.82, 1.08], [-0.34, -4.97, 2.10], [1.43, -4.63, 2.25], [-0.29, -3.49, 4.03], [1.15, -1.43, 4.07], [1.79, -1.91, 2.48], [1.30, -4.36, 5.18], [1.72, -2.83, 6.03], [2.91, -4.11, 5.73], [-0.39, -1.45, 2.06], [-1.34, -1.69, 3.34], [1.18, 2.83, 7.21], [1.46, 2.66, 5.73], [0.81, 3.70, 4.80], [-0.59, 3.60, 4.87], [-1.25, 4.32, 3.85], [2.92, 2.69, 5.53], [1.34, 3.83, 7.62], [1.85, 2.16, 7.75], [0.16, 2.53, 7.46], [1.19, 1.65, 5.40], [1.19, 3.56, 3.77], [1.12, 4.74, 4.96], [-2.32, 4.42, 4.06], [-1.16, 3.69, 2.96], [-0.86, 5.31, 3.57], [3.32, 3.54, 5.92], [3.09, 2.81, 4.53], [-4.80, 4.52, -1.64], [-4.23, 3.71, -0.46], [-3.15, 4.46, 0.30], [-2.01, 4.52, -0.52], [-0.84, 5.10, -0.04], [-5.29, 3.20, 0.39], [-5.13, 5.49, -1.25], [-5.65, 4.02, -2.11], [-4.03, 4.70, -2.39], [-3.71, 2.86, -0.96], [-2.98, 3.92, 1.24], [-3.44, 5.50, 0.51], [-0.14, 5.18, -0.87], [-0.37, 4.56, 0.80], [-1.01, 6.12, 0.32], [-5.79, 2.48, -0.11], [-4.79, 2.75, 1.16], [-4.35, -0.14, 6.48], [-3.08, 0.65, 6.16], [-2.08, -0.07, 5.25], [-1.48, -1.20, 5.82], [-0.53, -0.91, 6.82], [-3.40, 1.91, 5.45], [-4.92, 0.27, 7.30], [-4.05, -1.18, 6.62], [-4.93, -0.13, 5.55], [-2.65, 0.99, 7.11], [-1.34, 0.66, 4.89], [-2.63, -0.43, 4.37], [-0.95, -0.24, 7.57], [0.35, -0.40, 6.40], [-0.19, -1.83, 7.29], [-2.56, 2.42, 5.18], [-3.90, 2.58, 6.02], [0.69, -0.86, -2.29], [0.20, -1.01, -0.83], [-0.05, 0.35, -0.19], [0.09, 0.24, 1.22], [-0.21, 1.49, 1.83], [-0.97, -1.93, -0.74], [1.55, -0.19, -2.26], [-0.14, -0.62, -2.95], [1.13, -1.81, -2.61], [1.01, -1.54, -0.31], [-1.03, 0.76, -0.47], [0.66, 1.08, -0.61], [-1.26, 1.78, 1.69], [0.51, 2.21, 1.43], [0.03, 1.44, 2.89], [-0.59, -2.82, -1.10], [-1.11, -2.11, 0.25], [-1.07, -6.21, -1.16], [0.34, -5.72, -1.42], [1.12, -6.64, -2.35], [2.44, -6.19, -2.49], [3.22, -6.93, -3.38], [0.24, -4.37, -2.03], [-1.50, -5.69, -0.31], [-1.01, -7.29, -1.01], [-1.65, -6.09, -2.08], [0.94, -5.64, -0.51], [0.58, -6.69, -3.31], [1.15, -7.66, -1.93], [3.41, -7.95, -3.03], [4.21, -6.48, -3.46], [2.72, -6.97, -4.36], [1.17, -4.04, -2.25], [-0.33, -4.47, -2.87], [-1.58, 2.27, -3.26], [-0.79, 3.30, -4.07], [-0.82, 3.04, -5.56], [-0.44, 1.71, -5.80], [-0.66, 1.33, -7.15], [-1.22, 4.65, -3.67], [-2.60, 2.15, -3.61], [-1.55, 2.58, -2.22], [-1.08, 1.30, -3.24], [0.26, 3.18, -3.77], [-0.12, 3.72, -6.07], [-1.75, 3.32, -6.08], [-0.14, 2.01, -7.84], [-1.74, 1.29, -7.30], [-0.21, 0.36, -7.37], [-1.64, 4.52, -2.76], [-2.00, 4.94, -4.26], [3.44, 4.26, -3.61], [3.03, 4.10, -2.16], [2.35, 2.88, -1.90], [4.30, 3.18, -3.99], [4.02, 5.18, -3.72], [2.61, 4.31, -4.32], [2.36, 4.92, -1.89], [3.90, 4.17, -1.50], [3.02, 2.18, -1.92], [3.77, 2.39, -4.15], [-3.75, -0.45, -1.52], [-5.01, 0.15, -2.14], [-5.84, 0.69, -1.10], [-2.80, -0.83, -2.48], [-4.04, -1.34, -0.92], [-3.36, 0.22, -0.74], [-5.59, -0.58, -2.69], [-4.73, 0.97, -2.80], [-6.14, -0.06, -0.57], [-2.03, -1.20, -1.97], [3.93, -3.16, -2.75], [3.77, -2.95, -1.26], [4.98, -3.23, -0.61], [4.78, -2.13, -3.30], [2.93, -3.14, -3.21], [4.35, -4.13, -3.02], [2.98, -3.65, -0.94], [3.39, -1.94, -1.08], [4.88, -3.09, 0.34], [4.95, -2.41, -4.21], [-2.20, -3.52, -4.84], [-1.61, -2.20, -5.37], [-2.55, -1.14, -5.31], [-1.17, -4.50, -4.67], [-2.95, -3.91, -5.53], [-2.72, -3.30, -3.91], [-1.26, -2.33, -6.39], [-0.73, -1.93, -4.77], [-2.70, -0.92, -4.37], [-1.03, -4.86, -5.55], [6.39, 0.21, -0.94], [5.50, 1.21, -1.67], [4.21, 0.64, -1.99], [6.85, -0.81, -1.82], [5.97, -0.30, -0.07], [7.29, 0.74, -0.61], [5.87, 1.54, -2.64], [5.35, 2.10, -1.05], [4.34, -0.29, -2.21], [6.16, -1.41, -2.15], [3.84, 2.16, 1.51], [3.35, 0.76, 1.81], [4.39, -0.06, 2.35], [3.83, 2.94, 2.68], [3.11, 2.57, 0.79], [4.81, 2.19, 1.01], [3.04, 0.25, 0.90], [2.49, 0.82, 2.48], [4.59, 0.27, 3.24], [4.22, 3.81, 2.52]],
  "mulliken_charge": [-0.433, -0.327, -0.074, 0.101, 0.353, 0.037, -0.389, -0.685, 0.370, 0.113, 0.005, 0.304, 0.249, -0.345, 0.054, 0.350, -0.584, 0.407, -1.444, 0.123, 0.152, -0.411, -0.657, 0.801, -0.039, 0.406, 0.568, 0.883, -0.025, -0.165, 0.308, 0.148, 0.350, -0.791, 0.470, -1.602, 1.962, -0.569, -0.410, -0.473, -0.741, 0.401, 0.466, 0.238, -0.981, 0.210, 0.486, 0.321, -0.196, 0.532, 0.310, 0.053, -1.626, 1.918, -0.375, -0.089, -0.412, -0.774, 0.368, 0.444, 0.200, -0.759, -0.211, 0.346, 0.042, -0.030, 0.365, 0.592, 0.070, -1.482, 0.255, 0.665, -0.466, -0.463, -0.446, 0.402, 0.303, 0.253, 0.636, -0.019, -0.413, 0.277, 0.034, 0.293, -0.214, 0.254, 0.894, 2.560, -0.477, 0.096, -0.471, 0.677, -0.075, -0.956, -0.880, -0.043, -0.695, -0.227, 0.430, 0.086, -0.501, -0.181, -0.158, -1.265, 0.688, -1.083, -0.102, -0.874, 0.235, -0.156, 0.560, 0.267, 0.256, 0.354, 0.409, 0.317, 0.247, 0.357, -0.505, -0.136, 0.303, 2.353, -1.408, 0.132, -1.115, -0.688, 0.313, -0.142, -0.615, -1.321, 0.442, 0.613, 0.383, 0.316, 0.227, -0.054, 0.420, -0.689, -0.527, 1.070, -0.595, 0.451, 0.152, 0.300, 0.351, -0.665, 0.374, 0.959, -1.133, -0.505, 0.104, 0.187, -0.405, 0.415, 0.350, 0.275, -0.322, -0.542, 0.942, -0.704, -0.594, 0.304, 0.080, 0.374, -0.442, 0.394, 0.320, -0.606, 0.079, -0.667, -0.577, 0.473, 0.080, 0.586, -0.170, 0.300, 0.264, -0.592, -0.313, 0.515, -0.643, 0.193, 0.416, 0.308, 0.177, -0.396, 0.332, -0.160, 1.189, -0.676, -0.483, -0.067, 0.218, -0.588, -0.080, 0.411, 0.264],
  "total_charge": 0,
  "lumo_ev": 0.2,
  "homo_ha": -0.308,
  "gap_ev": 8.576
}



{
  "formula": "C2H4OP2",
  "method": "ωB97M-V/def2-TZVPD",
  "symbols": ["C", "C", "O", "P", "P", "H", "H", "H", "H"],
  "coordinates": [[2.17, -0.12, 0.00], [1.16, 0.06, 0.60], [-1.11, -1.39, -0.29], [-1.70, 0.58, 0.14], [-0.20, 0.13, 1.59], [3.00, -0.29, -0.67], [-0.47, -1.71, -0.89], [-0.96, 0.70, -1.02], [-1.90, 2.05, 0.53]],
  "mulliken_charge": [0.386, -0.557, -0.579, 0.026, -0.149, 0.376, 0.295, 0.075, 0.128],
  "total_charge": 0,
  "s_squared": 2.0223,
  "lumo_ev": [0.9, -3.0],
  "spin_multiplicity": 3,
  "homo_ha": [-0.284, -0.339],
  "gap_ev": [8.605, 6.207]
}



{
  "formula": "C6H14O2",
  "method": "ωB97M-V/def2-TZVPD",
  "symbols": ["C", "C", "C", "C", "O", "C", "C", "H", "H", "H", "H", "H", "H", "H", "H", "H", "H", "H", "H", "H", "H", "O"],
  "coordinates": [[1.51, 2.02, 1.86], [1.83, 1.64, 0.41], [1.62, 0.13, 0.12], [-2.15, -0.35, -0.73], [-2.62, -1.37, -1.69], [-0.68, -0.14, -0.86], [0.14, -0.17, 0.19], [0.43, 1.84, 2.00], [1.95, 1.30, 2.54], [1.64, 3.07, 2.13], [2.83, 1.92, 0.09], [1.12, 2.22, -0.20], [1.99, -0.02, -0.89], [2.19, -0.44, 0.85], [-2.38, -0.88, 0.19], [-2.73, 0.52, -1.02], [-2.45, -1.24, -2.64], [-0.33, -0.07, -1.89], [-0.27, -0.38, 1.18], [-0.72, -2.85, -0.06], [-1.81, -3.16, -1.02], [-1.09, -3.57, -0.58]],
  "mulliken_charge": [-1.123, -0.374, -0.805, -0.597, -0.556, -0.117, -0.171, 0.278, 0.303, 0.351, 0.351, 0.263, 0.295, 0.346, 0.365, 0.285, 0.282, 0.237, 0.355, 0.317, 0.372, -0.658],
  "smiles": "CCC/C=C/CO.O",
  "total_charge": 0,
  "lumo_ev": 0.8,
  "homo_ha": -0.360,
  "gap_ev": 10.632
}